Here is 6 unconnected molecules or ions with the total composition C25H70F6N5O5P from OMol25. Energies are from ωB97M-V/def2-TZVPD.

```
112
Properties=species:S:1:pos:R:3:lowdin_charge:R:1
C -9.02807 -4.58060 -1.79312 0.003
N -8.73779 -3.14646 -2.13385 -0.321
C -7.38539 -2.78439 -1.42041 0.051
C -8.47956 -3.12532 -3.65376 0.022
C -9.87820 -2.20028 -1.76824 -0.124
C -9.56842 -0.77086 -1.66297 -0.204
O -9.20954 -0.20515 -2.98875 -0.055
H -9.80890 -4.97601 -2.44278 0.118
H -9.37035 -4.56788 -0.75834 0.114
H -8.11421 -5.15250 -1.95397 0.109
H -6.71710 -3.52818 -1.85431 0.098
H -7.51283 -3.05346 -0.37185 0.117
H -7.04238 -1.79279 -1.71565 0.108
H -9.44485 -3.26807 -4.13949 0.113
H -7.95455 -4.04030 -3.92812 0.102
H -7.90043 -2.23946 -3.91448 0.104
H -10.38077 -2.48370 -0.84347 0.147
H -10.67244 -2.36369 -2.49664 0.145
H -8.83157 -0.66011 -0.86742 0.121
H -10.45351 -0.21675 -1.35043 0.141
H -8.97224 0.69629 -2.75919 0.089
C 0.40932 4.94121 8.38667 0.047
N 1.80238 5.57488 8.17316 -0.362
C 2.56141 5.33422 9.42746 0.021
C 2.36664 5.12609 6.85779 0.012
C 1.56563 7.10391 8.08694 -0.105
C 0.76592 7.75376 6.96041 -0.200
O 1.46922 7.65624 5.69904 -0.068
H 0.45916 3.87994 8.63022 0.119
H -0.06309 5.15105 7.42703 0.102
H -0.03100 5.61186 9.12453 0.110
H 3.54535 5.63709 9.06938 0.114
H 2.53010 4.26449 9.63434 0.115
H 2.16095 5.93097 10.24699 0.122
H 3.30823 5.62286 6.62387 0.117
H 1.73906 5.23668 5.97348 0.108
H 2.43908 4.04929 7.01062 0.113
H 2.54221 7.58261 8.01450 0.148
H 0.96526 7.39480 8.94893 0.133
H 0.62045 8.77278 7.31891 0.135
H -0.23540 7.34156 6.83566 0.122
H 1.18649 8.28457 5.03055 0.097
C 1.05254 -4.52951 -8.81180 0.020
N 2.00388 -3.84997 -7.80338 -0.331
C 2.91865 -5.02957 -7.23331 0.063
C 2.91516 -2.97670 -8.59233 -0.018
C 1.23715 -3.11431 -6.66282 -0.062
C 2.01063 -2.39278 -5.52262 -0.207
O 2.59520 -1.26365 -6.12698 -0.069
H 1.57976 -5.20850 -9.48195 0.108
H 0.51496 -3.74388 -9.34275 0.115
H 0.42342 -5.20383 -8.23075 0.106
H 3.74235 -4.50250 -6.75185 0.101
H 3.15355 -5.75669 -8.01062 0.110
H 2.25680 -5.45376 -6.47824 0.100
H 3.73437 -2.61148 -7.97296 0.102
H 2.39256 -2.05492 -8.84789 0.113
H 3.26020 -3.54042 -9.45908 0.118
H 0.55016 -3.84656 -6.23861 0.132
H 0.68271 -2.37085 -7.23550 0.137
H 2.67491 -2.95441 -4.86581 0.129
H 1.19577 -1.94427 -4.95433 0.126
H 3.18820 -0.76168 -5.56306 0.106
C -0.41689 7.29886 -3.89588 0.017
N 0.85424 6.57782 -3.45230 -0.336
C 0.42403 5.24528 -2.86529 0.003
C 1.77039 6.40054 -4.70236 0.039
C 1.56116 7.31341 -2.26686 -0.051
C 2.81003 6.60696 -1.68468 -0.259
O 3.84304 6.49819 -2.58939 -0.022
H -0.04297 8.22852 -4.32484 0.114
H -1.04167 7.44931 -3.01548 0.112
H -0.97603 6.74648 -4.65110 0.111
H -0.12090 5.42673 -1.93889 0.117
H 1.35200 4.68546 -2.74884 0.097
H -0.19795 4.71031 -3.58297 0.110
H 1.09100 6.33213 -5.55197 0.098
H 2.37608 5.49623 -4.76128 0.105
H 2.33322 7.32984 -4.79023 0.111
H 0.78115 7.44422 -1.51682 0.135
H 1.79074 8.25188 -2.77149 0.136
H 2.54834 5.66909 -1.19476 0.119
H 3.13929 7.09438 -0.76702 0.132
H 4.29562 5.66013 -2.46922 0.112
C 3.32388 -5.61199 5.05652 -0.018
N 4.19791 -6.19302 3.96146 -0.334
C 3.44210 -5.73996 2.70618 0.030
C 5.63669 -5.61192 4.18792 0.055
C 4.14815 -7.71269 4.23942 -0.064
C 5.36749 -8.46600 3.61942 -0.223
O 5.36014 -8.37722 2.20628 -0.065
H 2.36704 -6.13275 5.09357 0.117
H 3.15446 -4.57375 4.77112 0.108
H 3.89858 -5.66661 5.98110 0.109
H 4.05249 -6.10421 1.87983 0.098
H 3.45139 -4.65770 2.57683 0.110
H 2.49092 -6.25458 2.84229 0.113
H 6.26907 -5.86932 3.33825 0.108
H 5.95374 -5.80606 5.21256 0.117
H 5.50025 -4.55013 3.98279 0.103
H 3.22088 -8.17459 3.90042 0.143
H 4.19743 -7.76256 5.32716 0.133
H 5.04192 -9.49901 3.74191 0.127
H 6.36733 -8.37611 4.04408 0.129
H 5.83132 -9.13008 1.84187 0.103
P -1.74996 0.43642 2.92405 0.231
F -3.35530 0.55324 2.53529 -0.200
F -1.68464 2.08788 3.11986 -0.220
F -2.03823 0.31857 4.49442 -0.175
F -0.18187 0.32095 3.34165 -0.202
F -1.90770 -1.20337 2.81904 -0.203
F -1.25656 0.60965 1.32028 -0.232
```

ΔE to the lowest compared entry with this formula, charge and spin ... 14.7 kcal/mol
Charge ... +4
Spin multiplicity ... 1
Lowest unoccupied orbital energy ... -6.150 eV
Highest occupied orbital energy ... -0.5805 Ha


Here is a molecular structure, C5H12F7MgNO7S2V from OMol25. Energies are from ωB97M-V/def2-TZVPD.

```
36
Properties=species:S:1:pos:R:3:nbo_charge:R:1
Mg -0.78756 -2.23187 -2.10320 1.889
V -0.04913 1.38996 -0.62037 1.591
C -1.51606 0.69400 3.32463 0.765
F -1.38933 -0.04729 4.40099 -0.275
F -2.47132 0.17382 2.54254 -0.317
F -1.80368 1.93814 3.62181 -0.272
S 0.08566 0.56994 2.35328 2.203
O 1.15164 0.55141 3.27414 -0.851
O -0.07702 -0.55240 1.45452 -0.993
N 0.05661 1.91635 1.36336 -1.333
S 0.92569 3.18501 1.99918 2.229
O 0.68884 3.40597 3.37913 -0.857
O 2.25517 3.16694 1.51016 -0.894
C -0.01045 4.54120 1.15158 0.730
F 0.17343 4.44816 -0.18223 -0.336
F -1.30872 4.37028 1.40587 -0.299
F 0.40296 5.68874 1.60579 -0.258
F -0.44109 -0.53902 -1.32037 -0.889
C -0.42234 -3.53423 0.77820 -0.254
O -0.11860 -3.36357 -0.64960 -0.899
H -1.24856 -2.89836 1.07358 0.226
H -0.75806 -4.55288 0.97590 0.217
H 0.47513 -3.34377 1.35524 0.226
H 0.55993 -4.01237 -0.88356 0.528
C -1.77731 -2.19913 -5.08086 -0.268
O -1.39117 -1.27069 -4.00679 -0.852
H -1.26357 -1.95415 -6.00584 0.233
H -1.40851 -3.19638 -4.81783 0.176
H -2.85827 -2.25831 -5.15535 0.222
H -1.91180 -0.46665 -4.11827 0.528
C 2.70622 -0.28552 -0.33988 -0.269
O 2.14893 1.02979 -0.58365 -0.782
H 3.19114 -0.70556 -1.22205 0.189
H 3.40499 -0.25185 0.49435 0.227
H 1.89969 -0.95728 -0.05227 0.193
H 2.88654 1.55155 -0.92214 0.526
```

Expectation value of S² ... 3.755
ΔE to the lowest compared entry with this formula, charge and spin ... 0.0 kcal/mol
Charge ... +2
Spin multiplicity ... 4
Lowest unoccupied orbital energy (alpha / beta) ... -8.457 / -8.456 eV
Highest occupied orbital energy (alpha / beta) ... -0.5819 / -0.5946 Ha


- What is the formula in the first record?
  C25H70F6N5O5P


- Which of these has the highest spin multiplicity?
  C5H12F7MgNO7S2V


- Look up the spin multiplicity of the first one.
  1